Run A
ORCA calculation (the ωB97M-V functional and the def2-TZVPD basis) on a molecular structure, CH8N3O.

Computed properties:
Orbital gap: 11.64 eV
LUMO level: -3.521 eV
Total charge: +1
HOMO: -15.2 eV
Spin multiplicity: 1

Structure (XYZ):
```
13
CH8N3O (the ωB97M-V functional and the def2-TZVPD basis)
N -0.601 -0.940 0.105
C -0.265 -0.452 -1.229
N -0.778 0.760 -1.524
O 0.509 -1.072 -1.895
H -1.582 -0.830 0.348
H -0.330 -1.923 0.122
H -0.647 1.072 -2.471
H -1.505 1.208 -0.997
N 1.018 0.487 1.548
H 0.121 -0.244 0.927
H 1.818 0.368 0.918
H 0.927 1.487 1.716
H 1.313 0.079 2.433
```

Run B
ORCA calculation (the ωB97M-V functional and the def2-TZVPD basis) on 2 unconnected molecules or ions with the total composition CH8N3O.

Computed properties:
Orbital gap: 6.15 eV
LUMO level: -8.670 eV
Total charge: +1
HOMO: -14.8 eV
Spin multiplicity: 1

Structure (XYZ):
```
13
CH8N3O (the ωB97M-V functional and the def2-TZVPD basis)
N -0.123 0.164 -1.243
C -0.774 -0.421 -0.144
N -1.354 0.407 0.833
N 0.355 -1.147 0.311
H -0.499 0.029 -2.182
H 0.873 0.441 -1.125
H -1.905 1.192 0.529
H -1.602 -0.084 1.680
H -1.528 -1.128 -0.508
H 0.109 -2.139 0.404
H 1.801 0.178 0.606
H 2.694 1.475 0.629
O 1.953 1.032 0.210
```

List of relative energies, unit eV: run A 0.000; run B 5.843

Run A
ORCA calculation (the ωB97M-V functional and the def2-TZVPD basis) on 2 unconnected molecules or ions with the total composition C4H10O.

Computed properties:
Orbital gap: 9.45 eV
LUMO level: 0.856 eV
SMILES string: C/C=C\O.C
Total charge: 0
HOMO: -8.6 eV
Spin multiplicity: 1

Structure (XYZ):
```
15
C4H10O (the ωB97M-V functional and the def2-TZVPD basis)
C -0.325 -1.713 -2.054
C 0.711 -1.336 -1.037
C 0.434 -0.805 0.151
C -0.067 2.402 1.667
O -0.850 -0.562 0.558
H -1.320 -1.396 -1.729
H -0.350 -2.798 -2.215
H -0.115 -1.248 -3.025
H 1.758 -1.508 -1.271
H -0.342 2.014 0.683
H 1.216 -0.539 0.860
H 0.942 2.070 1.925
H -0.086 3.493 1.646
H -0.776 2.053 2.424
H -0.829 -0.125 1.416
```

Run B
ORCA calculation (the ωB97M-V functional and the def2-TZVPD basis) on 2 unconnected molecules or ions with the total composition C4H10O.

Computed properties:
Orbital gap: 8.41 eV
LUMO level: 0.807 eV
Total charge: 0
HOMO: -7.6 eV
Spin multiplicity: 1

Structure (XYZ):
```
15
C4H10O (the ωB97M-V functional and the def2-TZVPD basis)
C -0.801 -1.834 0.424
C -0.084 -0.971 -0.517
C 0.850 0.077 -0.131
C -0.103 1.901 -0.333
O 1.206 0.152 1.174
H -1.009 -1.232 1.304
H -0.186 -2.665 0.747
H -1.707 -2.253 -0.016
H -0.010 -1.341 -1.533
H -0.592 0.129 -0.477
H 1.585 0.264 -0.898
H -0.600 2.078 -1.306
H -0.844 2.044 0.473
H 0.716 2.612 -0.212
H 1.579 1.039 1.301
```

List of relative energies, unit eV: run A 0.000; run B 3.386

Run A
ORCA calculation (the ωB97M-V functional and the def2-TZVPD basis) on 3 unconnected molecules or ions with the total composition C4H10O.

Computed properties:
Orbital gap: 9.99 eV
LUMO level: 1.059 eV
Total charge: 0
HOMO: -8.9 eV
Spin multiplicity: 1

Structure (XYZ):
```
15
C4H10O (the ωB97M-V functional and the def2-TZVPD basis)
C -2.125 0.419 0.522
C -1.189 -0.384 -0.372
C 0.234 0.132 -0.234
O 1.149 -0.763 -0.615
C 2.427 -0.416 -0.339
H -2.125 1.476 0.234
H -3.153 0.053 0.459
H -1.790 0.354 1.562
H -1.562 -0.345 -1.413
H -1.197 -1.445 -0.095
H 1.025 0.393 1.199
H 0.418 1.158 -0.574
H 2.753 0.534 -0.780
H 2.060 0.100 1.053
H 3.076 -1.266 -0.608
```

Run B
ORCA calculation (the ωB97M-V functional and the def2-TZVPD basis) on 3 unconnected molecules or ions with the total composition C4H10O.

Computed properties:
Orbital gap: 9.28 eV
LUMO level: 0.935 eV
Total charge: 0
HOMO: -8.3 eV
Spin multiplicity: 1

Structure (XYZ):
```
15
C4H10O (the ωB97M-V functional and the def2-TZVPD basis)
C 1.974 0.819 0.177
C 0.987 -0.179 -0.147
O -0.028 0.189 -0.942
C -1.282 -0.466 -0.731
C -2.067 0.206 0.381
H 2.643 -0.381 0.642
H 1.552 1.813 0.402
H 2.864 0.916 -0.438
H 2.420 -1.119 0.021
H 0.719 -0.977 0.540
H -1.103 -1.527 -0.510
H -1.808 -0.401 -1.686
H -3.036 -0.287 0.516
H -2.242 1.258 0.141
H -1.522 0.155 1.330
```

Run C
ORCA calculation (the ωB97M-V functional and the def2-TZVPD basis) on 2 unconnected molecules or ions with the total composition C4H10O.

Computed properties:
Orbital gap: 9.98 eV
LUMO level: 0.854 eV
SMILES string: C=CO.CC
Total charge: 0
HOMO: -9.1 eV
Spin multiplicity: 1

Structure (XYZ):
```
15
C4H10O (the ωB97M-V functional and the def2-TZVPD basis)
C -6.285 -1.647 2.042
C -4.852 -1.779 1.405
H -6.815 -2.468 2.546
H -6.865 -1.458 1.110
H -6.259 -0.801 2.736
H -4.563 -2.478 0.615
H -4.330 -0.826 1.486
H -4.305 -2.347 2.172
C 3.713 2.355 -0.861
C 3.803 1.096 -1.293
O 4.972 0.531 -1.726
H 2.746 2.777 -0.588
H 4.525 2.778 -0.260
H 2.944 0.470 -1.499
H 4.736 -0.102 -2.413
```

List of relative energies, unit eV: run A 1.722; run B 3.003; run C 0.000

Run A
ORCA calculation (the ωB97M-V functional and the def2-TZVPD basis) on 2 unconnected molecules or ions with the total composition C4H10O.

Computed properties:
Orbital gap: 11.01 eV
LUMO level: 0.646 eV
SMILES string: C=O.CCC
Total charge: 0
HOMO: -10.4 eV
Spin multiplicity: 1

Structure (XYZ):
```
15
C4H10O (the ωB97M-V functional and the def2-TZVPD basis)
O -1.948 -1.337 -0.940
C -2.069 -2.124 -0.038
H -2.961 -2.720 0.104
H -1.166 -2.491 0.498
C 1.475 -0.204 0.481
C 0.834 1.167 0.519
C -0.022 1.474 -0.755
H 2.290 -0.275 -0.272
H 1.764 -0.590 1.465
H 0.653 -0.855 0.166
H 0.088 1.282 1.342
H 1.513 2.042 0.632
H -0.019 2.545 -0.954
H -1.011 1.036 -0.679
H 0.578 1.049 -1.567
```

Run B
ORCA calculation (the ωB97M-V functional and the def2-TZVPD basis) on C4H10O in the gas phase.

Computed properties:
Orbital gap: 10.72 eV
LUMO level: 1.146 eV
SMILES string: CCCOC
Total charge: 0
HOMO: -9.6 eV
Spin multiplicity: 1

Structure (XYZ):
```
15
C4H10O (the ωB97M-V functional and the def2-TZVPD basis)
C -2.140 0.274 0.550
C -1.096 -0.389 -0.338
C 0.237 -0.037 0.255
O 1.287 -0.730 -0.427
C 2.553 -0.083 -0.509
H -1.825 1.261 0.924
H -2.924 0.474 -0.186
H -2.552 -0.344 1.358
H -1.321 -0.054 -1.352
H -1.201 -1.483 -0.317
H -0.252 -0.146 1.393
H 0.504 1.023 0.267
H 3.244 -0.731 -1.067
H 2.517 0.886 -1.040
H 2.969 0.079 0.490
```

Run C
ORCA calculation (the ωB97M-V functional and the def2-TZVPD basis) on C4H10O in the gas phase.

Computed properties:
Orbital gap: 10.87 eV
LUMO level: 1.159 eV
SMILES string: CCCOC
Total charge: 0
HOMO: -9.7 eV
Spin multiplicity: 1

Structure (XYZ):
```
15
C4H10O (the ωB97M-V functional and the def2-TZVPD basis)
C 1.295 -1.040 -1.543
C 0.273 0.036 -1.187
C 0.134 0.072 0.320
O -0.685 1.155 0.720
C -1.460 0.951 1.883
H 1.253 -1.878 -0.833
H 1.033 -1.428 -2.524
H 2.326 -0.668 -1.570
H -0.662 -0.178 -1.712
H 0.612 1.025 -1.521
H 1.210 0.077 0.628
H -0.274 -0.863 0.729
H -2.104 1.828 2.019
H -2.120 0.068 1.812
H -0.832 0.844 2.778
```

List of relative energies, unit eV: run A 0.523; run B 1.035; run C 0.000

Run A
ORCA calculation (the ωB97M-V functional and the def2-TZVPD basis) on a molecular structure, C4H10O.

Computed properties:
Orbital gap: 11.38 eV
LUMO level: 0.989 eV
Total charge: 0
HOMO: -10.4 eV
Spin multiplicity: 1

Structure (XYZ):
```
15
C4H10O (the ωB97M-V functional and the def2-TZVPD basis)
C -0.404 -1.450 0.409
C -0.437 -0.032 -0.064
C 0.154 -0.054 -1.434
C 0.258 0.951 0.872
O 0.117 2.270 0.375
H -1.095 -2.064 -0.187
H -0.707 -1.506 1.484
H 0.774 -1.806 -0.118
H -1.535 -0.035 0.056
H 0.442 0.948 -1.821
H 1.057 -1.006 -1.119
H -0.445 -0.594 -2.172
H 1.324 0.675 0.961
H -0.197 0.856 1.870
H 0.695 2.848 0.888
```

Run B
ORCA calculation (the ωB97M-V functional and the def2-TZVPD basis) on 2 unconnected molecules or ions with the total composition C4H10O.

Computed properties:
Orbital gap: 11.05 eV
LUMO level: 1.011 eV
SMILES string: C=C.CCO
Total charge: 0
HOMO: -10.0 eV
Spin multiplicity: 1

Structure (XYZ):
```
15
C4H10O (the ωB97M-V functional and the def2-TZVPD basis)
C -0.342 -1.539 2.309
C -1.534 -1.852 2.838
H 0.161 -0.600 2.477
H 0.153 -2.325 1.753
H -2.225 -1.079 3.140
H -1.831 -2.879 2.675
C 0.116 1.395 -1.321
O -0.803 1.115 -2.394
C 1.484 0.800 -1.591
H -0.457 1.049 -0.461
H 0.209 2.483 -1.282
H -0.481 1.509 -3.223
H 2.059 0.638 -0.674
H 2.090 1.472 -2.199
H 1.401 -0.187 -2.046
```

List of relative energies, unit eV: run A 1.091; run B 0.000